Entry 1
Formula: C3H8N2
Source: the OMol25 dataset
Level of theory: the ωB97M-V functional and the def2-TZVPD basis

Summary:
SMILES string: [H]/N=C(/C)NC
2S+1: 1

Element x y z (Å)
C: 1.7251 -0.0204 0.1592
C: -0.6964 -0.3463 -0.1048
C: -0.9625 1.3066 -0.1085
H: 1.9784 0.8798 -0.4321
H: 2.3982 -0.9288 0.1378
H: 1.4631 -0.0364 1.3160
H: 0.6222 -1.9450 -0.9549
H: -0.2080 2.1112 -0.6572
H: -1.9579 1.4371 -0.6079
H: -1.0909 1.6297 1.0262
H: -1.9829 -2.1297 0.4196
N: 0.5401 -0.8978 -0.3079
N: -1.8284 -1.0599 0.1145

Results of the Mulliken charge analysis, in e, for atoms 1 through 4:
1. C -0.8509
2. C 0.3293
3. C -0.7536
4. H 0.2594

***

Entry 2
Formula: C3H8N2
Source: the OMol25 dataset
Level of theory: the ωB97M-V functional and the def2-TZVPD basis

Summary:
2S+1: 1

Element x y z (Å)
C: -1.2629 0.0394 -0.7509
C: -0.7631 -0.9297 0.2587
N: 1.7083 0.5671 -0.4408
C: 1.1345 0.4062 0.8218
N: 0.3490 -0.9510 0.9053
H: -1.6002 -0.4537 -1.6564
H: -1.9931 0.7084 -0.2860
H: -0.4848 0.7563 -1.0046
H: -1.3416 -1.8390 0.4422
H: 0.4873 -1.1922 -0.2627
H: 1.4714 1.4846 -0.8045
H: 0.4070 1.1588 1.1701
H: 1.8884 0.2449 1.6079

Results of the Mulliken charge analysis, in e, for atoms 1 through 4:
1. C -0.8148
2. C -0.0811
3. N -0.8942
4. C -0.2795

***

Entry 3
Formula: C3H8N2
Source: the OMol25 dataset
Level of theory: the ωB97M-V functional and the def2-TZVPD basis

Summary:
2S+1: 1

Element x y z (Å)
C: -0.4614 0.0772 -1.5702
C: 0.3556 0.1379 -0.3035
N: 1.6235 0.1576 -0.2212
H: 2.0665 0.2806 -1.1294
H: -1.0343 1.6387 0.3860
H: -1.5333 0.1464 -1.3791
H: -0.2456 -0.8667 -2.0861
H: -0.1847 0.9038 -2.2259
C: 0.1842 -0.7866 1.9278
N: -0.3711 -0.2381 0.8978
H: -1.2330 0.4655 0.9655
H: 1.2596 -0.8930 1.9507
H: -0.4261 -1.0234 2.7874

Results of the Mulliken charge analysis, in e, for atoms 1 through 4:
1. C -1.0809
2. C 0.3260
3. N -0.6492
4. H 0.2333

***

Which structure is most stable? entry 1, by 0.0210 hartree over the runner-up.

***

Entry 1
Formula: C2H6N2O3
Source: the OMol25 dataset
Level of theory: the ωB97M-V functional and the def2-TZVPD basis

Summary:
SMILES string: NC(=O)NC=O.O
2S+1: 1

Element x y z (Å)
O: 0.3223 0.3128 1.9586
C: -0.1616 -0.7041 1.4909
N: -0.7930 -0.6671 0.2930
C: -1.0693 0.4733 -0.6164
N: -0.2312 0.5062 -1.6801
O: -2.1729 0.9339 -0.5450
H: 0.0822 -1.6478 1.9763
H: -0.8690 -1.4487 -0.3532
H: 0.7617 0.3250 -1.6160
H: -0.4214 1.1637 -2.4354
H: 3.4950 -1.2541 -0.7075
H: 3.1168 0.1908 -0.9942
O: 2.8735 -0.5603 -0.4469

Results of the Mulliken charge analysis, in e, for atoms 1 through 4:
1. O -0.5524
2. C 0.1004
3. N -0.1791
4. C 0.3286

***

Entry 2
Formula: C2H6N2O3
Source: the OMol25 dataset
Level of theory: the ωB97M-V functional and the def2-TZVPD basis

Summary:
2S+1: 1

Element x y z (Å)
C: 0.1356 -0.3645 -1.0248
C: -0.0164 -0.3296 0.5347
N: -0.8632 0.7864 0.8951
N: -1.9209 0.0598 2.4329
O: -2.2558 -1.0834 2.3399
O: -2.2078 0.9682 3.1701
O: -0.0654 1.6497 1.6319
H: 0.4259 0.5753 -1.2789
H: 0.9487 -1.1234 -1.1819
H: -0.6866 -0.6356 -1.5839
H: -0.5183 -1.3385 0.6272
H: 1.0350 -0.4053 0.9195
H: -0.3696 2.4747 1.2917

Results of the Mulliken charge analysis, in e, for atoms 1 through 4:
1. C -1.2740
2. C 0.0118
3. N -0.3069
4. N 0.8234

***

Which structure is most stable? entry 1, by 0.2385 hartree over the runner-up.

***

Entry 1
Formula: C20H49N4O5
Source: the OMol25 dataset
Level of theory: the ωB97M-V functional and the def2-TZVPD basis

Summary:
total charge: +1
2S+1: 1

Element x y z (Å)
C: -1.1127 -5.3510 3.6184
C: -0.2960 -4.1128 3.2772
C: 0.8964 -3.9357 4.2197
C: 1.4848 -2.5197 4.1802
N: 2.8226 -2.4268 3.5415
C: 3.9166 -2.6177 4.4464
C: 3.9617 -3.9498 5.1780
O: 3.9773 -5.0803 4.3357
C: 4.3849 -4.8693 2.9991
C: 5.5012 -3.8475 2.8521
N: 5.1988 -2.5655 3.6219
H: -1.6003 -5.2407 4.5892
H: -0.4732 -6.2350 3.6798
H: -1.8798 -5.5400 2.8686
H: -0.9338 -3.2273 3.3095
H: 0.0714 -4.2023 2.2524
H: 0.5863 -4.1771 5.2403
H: 1.6727 -4.6531 3.9488
H: 0.8348 -1.8798 3.5843
H: 1.5153 -2.0750 5.1837
H: 2.8971 -1.5033 3.1237
H: 4.0159 -1.8223 5.2005
H: 4.8606 -3.9422 5.8108
H: 3.1037 -4.0305 5.8444
H: 4.7714 -5.8202 2.6341
H: 3.5345 -4.5765 2.3832
H: 5.6067 -3.5920 1.8015
H: 6.4566 -4.2117 3.2223
H: 5.9620 -2.3896 4.2768
H: 5.1715 -1.7682 2.9857
C: -0.0846 -0.5725 -3.7704
O: -0.7817 0.1920 -2.8103
C: -2.1806 0.3187 -3.0594
C: -2.9879 -0.3914 -1.9978
N: -2.7917 -1.8298 -2.0660
C: -3.4244 -2.5987 -1.0057
C: -3.0055 -2.3217 0.4330
O: -1.6657 -2.6922 0.7337
C: -0.6861 -1.7253 0.4283
H: 0.9776 -0.4758 -3.5501
H: -0.3581 -1.6336 -3.7419
H: -0.2660 -0.2031 -4.7846
H: -2.4232 -0.0745 -4.0510
H: -2.4326 1.3822 -3.0358
H: -4.0468 -0.1674 -2.1589
H: -2.7106 0.0414 -1.0254
H: -1.8005 -2.0303 -2.0915
H: -3.2470 -3.6573 -1.2093
H: -4.5067 -2.4423 -1.0682
H: -3.6356 -2.9303 1.0852
H: -3.1648 -1.2732 0.7116
H: -1.0681 -0.7079 0.5566
H: -0.2993 -1.8187 -0.5905
H: 0.1473 -1.8777 1.1200
C: -1.9600 8.5341 -4.3800
O: -1.2616 7.3971 -4.8423
C: 0.0533 7.2535 -4.3238
C: 0.1554 6.0180 -3.4572
N: -0.6376 6.1636 -2.2487
C: -0.7326 4.9710 -1.4204
C: -1.3826 3.7287 -2.0184
O: -2.7732 3.8503 -2.2574
C: -3.1332 4.4311 -3.4973
H: -2.8838 8.5968 -4.9518
H: -2.2069 8.4691 -3.3140
H: -1.3830 9.4500 -4.5421
H: 0.3344 8.1429 -3.7514
H: 0.7417 7.1556 -5.1675
H: 1.2040 5.8729 -3.1762
H: -0.1398 5.1559 -4.0724
H: -1.5662 6.4804 -2.4956
H: -1.2888 5.2357 -0.5177
H: 0.2797 4.6962 -1.1018
H: -1.2765 2.9166 -1.2935
H: -0.8755 3.4022 -2.9354
H: -2.4218 4.1630 -4.2848
H: -3.1951 5.5215 -3.4474
H: -4.1166 4.0457 -3.7643

Results of the Mulliken charge analysis, in e, for atoms 1 through 4:
1. C -1.4719
2. C -0.2819
3. C -0.2334
4. C -1.1540

***

Entry 2
Formula: C20H49N4O5
Source: the OMol25 dataset
Level of theory: the ωB97M-V functional and the def2-TZVPD basis

Summary:
total charge: +1
2S+1: 1

Element x y z (Å)
O: -0.1612 -0.4891 0.2885
H: 0.3311 -1.1594 -0.1910
H: -0.8626 -0.2622 -0.3264
H: -0.5050 -0.9145 1.0773
O: -2.4281 -0.2661 -1.0045
C: -3.2266 0.2569 -1.6342
N: -3.3232 1.5394 -1.4564
C: -4.3406 -0.4090 -2.4415
H: -2.5705 2.0892 -1.0675
H: -4.2394 1.9311 -1.6213
H: -4.4553 0.3270 -3.2373
H: -5.3198 -0.5842 -1.9958
H: -4.1183 -1.3968 -2.8451
O: 0.7801 -2.9051 -0.0177
C: 1.0478 -4.0156 -0.4075
N: 0.0843 -4.5444 -1.0988
C: 2.4227 -4.7014 -0.3324
H: 0.3999 -5.4924 -1.2465
H: -0.8465 -4.2584 -1.3670
H: 2.4340 -5.7905 -0.3754
H: 2.8203 -4.4591 0.6532
H: 3.1182 -4.3990 -1.1154
C: 2.8129 0.6477 -1.6658
C: 2.1109 1.3136 -2.7098
N: 0.9326 0.6184 -3.1954
C: 0.0836 1.4564 -3.9310
C: -0.3941 2.6995 -3.1663
C: 1.3580 -0.5342 -3.9747
C: 0.8848 -1.8376 -3.3431
H: 3.5909 0.0172 -2.0962
H: 2.0657 0.1105 -1.0816
H: 3.3998 1.4082 -1.1506
H: 1.9096 2.3642 -2.5002
H: 2.7691 1.5720 -3.5394
H: 0.5537 1.8824 -4.8174
H: -0.7571 0.8014 -4.1592
H: -0.7528 2.3790 -2.1882
H: 0.3352 3.4777 -2.9415
H: -1.1910 3.1599 -3.7503
H: 2.4339 -0.7052 -3.9395
H: 0.9648 -0.4870 -4.9902
H: 0.8380 -1.7754 -2.2559
H: 1.5085 -2.6810 -3.6393
H: -0.1193 -2.1245 -3.6554
C: -1.3619 0.3159 4.5792
C: -1.3968 -0.0320 3.1038
N: -0.7515 -1.3697 2.8211
C: -1.7286 -2.3990 3.0596
C: -1.5134 -3.6079 2.1360
C: 0.5874 -1.5560 3.3802
C: 1.6024 -0.4796 2.9099
H: -0.3760 0.4387 5.0276
H: -1.8269 -0.4709 5.1731
H: -1.9027 1.2608 4.6324
H: -2.4602 -0.0380 2.8643
H: -0.9236 0.8432 2.6586
H: -1.8219 -2.6420 4.1181
H: -2.7268 -2.0280 2.8270
H: -1.4280 -3.2888 1.0972
H: -0.6500 -4.2281 2.3766
H: -2.3282 -4.3282 2.0622
H: 0.9694 -2.5543 3.1667
H: 0.7098 -1.6174 4.4615
H: 2.3232 -0.4260 3.7257
H: 1.2998 0.5660 2.8523
H: 2.3583 -0.8805 2.2347
O: -0.4384 2.4741 0.5326
C: 0.3259 3.4070 0.8904
O: 0.3100 4.4792 0.1556
C: 1.0321 5.5880 0.7761
C: 1.0456 5.2085 2.3711
C: 1.0851 3.7180 2.2729
H: 0.6517 6.6026 0.6579
H: 2.0703 5.4917 0.4584
H: 0.2357 5.7266 2.8847
H: 1.9366 5.4891 2.9327
H: 0.6145 3.1508 3.0760
H: 2.0979 3.3265 2.1774

Results of the Mulliken charge analysis, in e, for atoms 1 through 4:
1. O 1.0092
2. H 0.2037
3. H 0.5864
4. H 0.2296

***

Which structure is most stable? entry 2, by 0.0620 hartree over the runner-up.

***

Entry 1
Formula: C6H14O
Source: the OMol25 dataset
Level of theory: the ωB97M-V functional and the def2-TZVPD basis

Summary:
SMILES string: C=C(C)CCC.O
2S+1: 1

Element x y z (Å)
C: 1.3887 -1.7746 -1.6213
C: 0.2722 -1.6770 -0.5570
C: 0.2915 -0.3597 0.2199
C: -1.0042 0.4278 0.3564
C: -0.9954 1.7294 0.6017
C: -2.3012 -0.3042 0.2290
H: 1.0079 -1.4656 -2.5916
H: 1.7988 -2.7830 -1.7104
H: 2.2125 -1.0947 -1.3724
H: -0.6863 -1.7652 -1.0560
H: 0.3329 -2.5354 0.1061
H: 0.6601 -0.5291 1.2405
H: 1.0505 0.3081 -0.1688
H: -1.9457 2.2164 0.8135
H: -0.2163 2.4259 0.8672
H: -2.5579 -0.4722 -0.8185
H: -2.2072 -1.2934 0.6950
H: -3.1266 0.2408 0.6825
H: 1.5328 3.1248 1.9471
H: 2.1308 2.7207 0.6069
O: 2.3619 2.8601 1.5304

Results of the Mulliken charge analysis, in e, for atoms 1 through 4:
1. C -1.2049
2. C -0.2836
3. C -0.4973
4. C 1.0524

***

Entry 2
Formula: C6H14O
Source: the OMol25 dataset
Level of theory: the ωB97M-V functional and the def2-TZVPD basis

Summary:
SMILES string: C/C=C(\C)CC.O
2S+1: 1

Element x y z (Å)
C: -1.3899 -2.1595 1.0797
C: -1.1057 -0.7842 0.4082
C: 0.4699 -0.6066 0.0667
C: 1.1630 0.5082 0.3814
C: 2.5464 0.9189 -0.0083
C: 1.1573 -1.6754 -0.8549
H: -2.2802 -2.1241 1.6436
H: -0.5134 -2.3574 1.7312
H: -1.5806 -2.9218 0.3956
H: -1.5986 -0.8117 -0.5681
H: -1.4212 0.1364 0.9318
H: 0.5550 1.3585 0.7851
H: 3.0918 0.2493 -0.6210
H: 2.5028 1.8860 -0.3280
H: 3.1331 0.8233 0.8896
H: 1.7066 -1.0941 -1.6632
H: 0.4700 -2.4216 -1.3437
H: 1.9026 -2.3152 -0.3675
H: -2.2001 4.3695 -1.0482
H: -3.5036 4.8986 -0.5544
O: -3.1053 4.1229 -0.9557

Results of the Mulliken charge analysis, in e, for atoms 1 through 4:
1. C -1.1507
2. C -0.4894
3. C 0.5073
4. C -0.1592

***

Entry 3
Formula: C6H14O
Source: the OMol25 dataset
Level of theory: the ωB97M-V functional and the def2-TZVPD basis

Summary:
SMILES string: CCCCCOC
2S+1: 1

Element x y z (Å)
C: 1.2339 -3.1231 0.4037
C: 0.2335 -2.0846 0.9068
C: 0.6930 -0.6642 0.5789
C: -0.3826 0.4210 0.7443
C: -0.3142 1.3910 -0.4223
O: -1.2744 2.4051 -0.2778
C: -1.2884 3.2568 -1.3924
H: 2.1987 -3.0294 0.9174
H: 1.4174 -2.9825 -0.6698
H: 0.8678 -4.1447 0.5498
H: -0.7448 -2.2621 0.4387
H: 0.0776 -2.1915 1.9892
H: 1.5788 -0.4166 1.1787
H: 1.0369 -0.6630 -0.4666
H: -0.2623 0.9725 1.6838
H: -1.3844 -0.0264 0.7665
H: 0.6985 1.8289 -0.4930
H: -0.4876 0.8367 -1.3635
H: -0.3112 3.7445 -1.5421
H: -2.0458 4.0241 -1.2157
H: -1.5405 2.7075 -2.3147

Results of the Mulliken charge analysis, in e, for atoms 1 through 4:
1. C -1.2636
2. C -0.3361
3. C -0.6398
4. C -0.4881

***

Entry 4
Formula: C6H14O
Source: the OMol25 dataset
Level of theory: the ωB97M-V functional and the def2-TZVPD basis

Summary:
SMILES string: C=CCCCC.O
2S+1: 1

Element x y z (Å)
C: 0.0882 3.2916 0.6317
C: 0.3548 2.1191 -0.3089
C: -0.2696 0.8041 0.1647
C: -0.0519 -0.3165 -0.8596
C: -0.7327 -1.6295 -0.5628
C: -0.2308 -2.8192 -0.9030
O: 0.9297 -3.1377 1.6380
H: 0.5514 4.2129 0.2619
H: 0.4885 3.0962 1.6334
H: -0.9874 3.4790 0.7338
H: -0.0360 2.3556 -1.3086
H: 1.4385 1.9835 -0.4312
H: 0.1494 0.5348 1.1455
H: -1.3479 0.9545 0.3227
H: 1.0235 -0.5034 -0.9795
H: -0.4089 0.0541 -1.8332
H: 0.5249 -2.4329 1.1104
H: -1.6972 -1.5905 -0.0536
H: -0.7570 -3.7510 -0.7057
H: 0.7504 -2.9140 -1.3657
H: 0.2201 -3.7909 1.6696

Results of the Mulliken charge analysis, in e, for atoms 1 through 4:
1. C -1.2663
2. C -0.3707
3. C -0.5383
4. C -0.3742

***

Which structure is most stable? entry 3, by 0.0063 hartree over the runner-up.